{"formula": "C3H7OS", "method": "ωB97M-V/def2-TZVPD", "elements": ["C", "S", "H", "H", "H", "O", "C", "C", "H", "H", "H", "H"], "coordinates": [[-1.7752, 0.8293, 0.3628], [-2.1755, -0.6929, -0.9041], [-0.9324, 1.3616, -0.0876], [-2.7134, 1.4866, 0.2424], [-1.5521, 0.4163, 1.3352], [2.3090, -0.0385, -1.5575], [1.3646, -0.0249, -0.8714], [1.3380, -0.7821, 0.4900], [0.3700, 0.0156, -1.4166], [0.9575, -0.1111, 1.2137], [2.3890, -1.0037, 0.7810], [0.4205, -1.4563, 0.4121]], "charge": -1, "lumo_ev": 3.9, "relative_energy_kcal_mol": 40.5, "homo_lumo_gap_ev": 6.5}

{"formula": "C6H14O", "method": "ωB97M-V/def2-TZVPD", "elements": ["C", "C", "C", "C", "O", "C", "H", "H", "H", "H", "H", "H", "H", "H", "H", "H", "C", "H", "H", "H", "H"], "coordinates": [[0.9044, -0.0090, 2.5300], [0.7596, 0.8268, 1.5051], [-0.5390, 1.1081, 0.8059], [-0.5178, 0.6591, -0.6494], [-1.7242, 1.0580, -1.2510], [-1.8101, 0.6539, -2.5910], [0.0565, -0.5518, 2.9437], [1.8720, -0.1832, 2.9929], [1.6379, 1.3457, 1.1165], [-0.7511, 2.1850, 0.8209], [-1.3669, 0.6079, 1.3209], [0.3422, 1.1070, -1.1794], [-0.3974, -0.4365, -0.7099], [-0.9978, 1.0852, -3.1976], [-2.7684, 1.0064, -2.9800], [-1.7663, -0.4425, -2.6867], [2.1522, -2.1299, -0.5217], [2.9716, -2.7792, -0.2059], [2.4720, -1.5274, -1.3766], [1.2911, -2.7389, -0.8076], [1.8703, -1.4741, 0.3079]], "charge": 0, "lumo_ev": 1.0, "smiles": "C=CCCOC.C", "relative_energy_kcal_mol": 37.2, "homo_lumo_gap_ev": 10.8}

{"formula": "C30H30F10O34PPd", "method": "ωB97M-V/def2-TZVPD", "elements": ["Pd", "P", "O", "O", "O", "O", "C", "C", "O", "C", "O", "O", "F", "H", "H", "H", "C", "C", "O", "C", "O", "O", "F", "H", "H", "H", "C", "C", "O", "C", "O", "O", "F", "H", "H", "H", "C", "C", "O", "C", "O", "O", "F", "H", "H", "H", "C", "C", "O", "C", "O", "O", "F", "H", "H", "H", "C", "C", "O", "C", "O", "O", "F", "H", "H", "H", "C", "C", "O", "C", "O", "O", "F", "H", "H", "H", "C", "C", "O", "C", "O", "O", "F", "H", "H", "H", "C", "C", "O", "C", "O", "O", "F", "H", "H", "H", "C", "C", "O", "C", "O", "O", "F", "H", "H", "H"], "coordinates": [[-2.1949, -8.5008, -26.8642], [-2.2532, -6.9666, -25.0581], [-3.3897, -7.9605, -25.1454], [-2.3669, -6.5103, -26.5766], [-1.0816, -7.9479, -25.1543], [-2.3125, -5.8661, -23.9696], [-5.6645, -5.7313, -26.6608], [-5.5504, -6.0997, -28.1700], [-5.5473, -4.8031, -28.7506], [-6.2296, -4.0062, -28.0341], [-6.6794, -2.9415, -28.3750], [-6.4515, -4.5581, -26.7725], [-6.5244, -6.8819, -28.6069], [-4.7126, -5.4806, -26.1928], [-6.0923, -6.6204, -26.1975], [-4.6164, -6.6563, -28.2480], [0.0895, -5.3056, -21.7976], [0.7671, -4.9911, -23.0748], [2.0877, -5.2089, -22.7483], [2.1158, -6.1602, -21.7649], [3.1213, -6.7543, -21.4229], [0.8790, -6.3981, -21.3149], [0.4442, -3.6912, -23.2861], [-0.9322, -5.6159, -22.0167], [-0.0582, -4.5349, -21.0411], [0.3754, -5.6263, -23.8693], [2.0215, -8.7585, -24.1409], [1.6575, -9.8637, -25.0143], [2.2597, -10.9547, -24.4316], [2.3100, -10.7376, -23.1170], [2.3525, -11.6126, -22.2276], [2.2088, -9.4123, -22.9171], [2.1293, -9.6890, -26.2688], [1.1706, -8.0773, -24.1264], [2.9068, -8.1846, -24.4145], [0.5719, -9.9303, -25.0856], [-4.9422, -5.6710, -21.8167], [-5.6186, -6.4306, -22.9287], [-6.0199, -5.3650, -23.7134], [-6.0952, -4.2622, -23.0174], [-6.4760, -3.1809, -23.4859], [-5.5771, -4.4072, -21.8227], [-6.6304, -7.1489, -22.4702], [-3.9067, -5.3740, -21.9825], [-4.9752, -6.1497, -20.8380], [-4.8236, -7.0548, -23.3366], [-2.8897, -5.6908, -31.8145], [-4.2014, -6.4617, -31.8606], [-4.0933, -7.5098, -30.7918], [-2.9278, -7.1997, -30.1037], [-2.4594, -7.8446, -29.1601], [-2.2729, -6.2041, -30.6335], [-4.4805, -7.0735, -33.0525], [-3.1596, -4.6508, -31.6313], [-2.2287, -5.5868, -32.6750], [-5.0108, -5.7685, -31.6321], [-1.2734, -8.7550, -21.9820], [-2.7099, -9.0313, -22.0355], [-3.2398, -8.1898, -21.0669], [-2.3075, -7.9840, -20.1038], [-2.5575, -7.5371, -18.9796], [-1.0869, -8.3195, -20.6006], [-2.8926, -10.3438, -21.5484], [-0.9918, -7.9663, -22.6797], [-0.5440, -9.5562, -22.1015], [-3.2683, -8.9328, -22.9663], [-5.9185, -10.2899, -23.5351], [-5.9599, -10.6158, -24.9977], [-7.3558, -10.1258, -25.1771], [-8.0293, -10.0776, -24.0666], [-9.2529, -9.9826, -23.9840], [-7.2411, -10.2910, -23.0882], [-5.8286, -11.9310, -25.1975], [-5.4664, -9.3564, -23.2001], [-5.4111, -11.0593, -22.9532], [-5.1771, -10.0866, -25.5412], [0.3524, -5.7678, -28.0830], [0.8464, -5.7742, -26.6537], [1.5828, -4.5587, -26.5392], [1.9163, -4.1513, -27.7485], [2.5421, -3.1474, -27.9683], [1.2512, -4.8420, -28.6907], [1.7676, -6.7615, -26.5926], [-0.6816, -5.4599, -27.9275], [0.4393, -6.7549, -28.5370], [0.0957, -5.8865, -25.8715], [-2.4683, -12.7930, -23.4646], [-0.9507, -12.4131, -23.3273], [-0.6791, -11.9301, -24.6322], [-1.8448, -11.3168, -25.0946], [-1.9576, -10.5645, -26.0599], [-2.8442, -11.7286, -24.3486], [-0.4347, -13.6180, -23.1119], [-3.0572, -12.8156, -22.5476], [-2.5893, -13.8186, -23.8132], [-0.6226, -11.8593, -22.4477], [-3.3302, -3.5118, -25.1453], [-2.0189, -2.8404, -24.8165], [-2.3849, -1.5046, -24.7146], [-3.6727, -1.3271, -25.2005], [-4.2765, -0.2957, -25.2216], [-4.0233, -2.4534, -25.7792], [-1.1222, -3.0827, -25.7180], [-3.8882, -3.9633, -24.3250], [-3.2151, -4.3286, -25.8579], [-1.7293, -3.4191, -23.9393]], "charge": -1, "lumo_ev": [1.5, 0.2], "relative_energy_kcal_mol": 13.3, "homo_lumo_gap_ev": [8.8, 8.0], "spin_multiplicity": 3}

{"formula": "C11H14N7OSTl", "method": "ωB97M-V/def2-TZVPD", "elements": ["Tl", "C", "C", "O", "N", "C", "C", "C", "C", "C", "C", "N", "H", "H", "H", "H", "H", "H", "H", "H", "H", "H", "N", "C", "N", "C", "N", "N", "C", "N", "S", "H", "H", "H", "H"], "coordinates": [[-0.0861, 1.1256, -1.7088], [0.9907, -3.2798, -3.7383], [0.9451, -2.3666, -2.5387], [1.2030, -1.1749, -2.6104], [0.6037, -2.9659, -1.3684], [0.5492, -2.2401, -0.1118], [-0.8666, -1.9163, 0.2991], [-1.6238, -2.8105, 1.0454], [-2.9219, -2.4739, 1.3904], [-3.4236, -1.2475, 0.9840], [-2.6014, -0.4186, 0.2401], [-1.3557, -0.7430, -0.1013], [1.1884, -2.6849, -4.6244], [0.0456, -3.8102, -3.8584], [1.7827, -4.0195, -3.6174], [0.3385, -3.9361, -1.3850], [1.1076, -1.3141, -0.2408], [1.0383, -2.8262, 0.6680], [-1.1916, -3.7515, 1.3609], [-3.5287, -3.1526, 1.9750], [-4.4241, -0.9316, 1.2416], [-2.9493, 0.5543, -0.0904], [3.1281, 4.2774, 2.4230], [2.9522, 3.1366, 2.2766], [2.7449, 1.8507, 2.1558], [2.0718, 1.4533, 1.1296], [1.4715, 1.0629, 0.2111], [1.1942, 4.5814, 0.3014], [0.0040, 4.2303, 0.8039], [-0.1303, 4.3749, 2.1284], [-1.2937, 3.7063, -0.1530], [1.9911, 4.7035, 0.9196], [1.3637, 4.3954, -0.6706], [0.6706, 4.5527, 2.7220], [-0.9882, 4.0583, 2.5417]], "charge": 0, "lumo_ev": 0.2, "homo_lumo_gap_ev": 8.3}

no.,E_tot (eV),M (g mol⁻¹)
1,-16106.523,91.15
2,-8495.280,102.18
3,-141157.465,1261.91
4,-39642.785,496.73